(1)
Formula: C44H69N6O2P2SV
Source: the OMol25 dataset
Level of theory: ωB97M-V with the def2-TZVPD basis set

Results
⟨S²⟩: 2.02
F_max (eV/Å): 0.58
Lowest unoccupied orbital energy (alpha / beta) (eV): -4.78 / -4.18
HOMO level (alpha / beta) (Eh): -0.4741 / -0.4741
ΔE to the lowest compared entry with this formula, charge and spin (kcal per mole): 0.0
Gap between HOMO and LUMO (alpha / beta) (eV): 8.13 / 8.72

ORCA input file:
```
! wB97M-V def2-TZVPD RIJCOSX def2/J DEFGRID3
* xyz 2 3
H -4.16421 4.02097 0.98478
H 0.45832 7.41773 0.02638
C -5.91265 1.86409 -0.94786
H -0.95178 -2.90768 8.14766
C -4.37472 3.14319 0.38416
N 0.89492 -3.72071 4.96739
N 2.38478 1.53871 0.38839
H 1.66149 -1.27912 2.06297
H 0.63432 -3.75602 -1.39480
P 0.69444 -0.82550 -2.14122
H -3.58873 -2.72420 -0.50278
P -1.81090 2.32909 1.03070
C -2.42796 3.41525 3.56080
H -0.08508 -0.34142 -5.21647
H 3.27480 0.20118 2.77836
H 0.68681 -2.31280 7.88296
H 4.35991 -5.05272 -3.07930
H -2.26481 4.40092 3.14255
H -2.44292 4.43785 -0.95853
C 4.24795 -3.01701 -2.34553
H 2.62049 0.72929 -6.03112
C -3.70109 1.01658 -0.52846
H 3.42263 -3.97342 -4.07826
H 2.16095 -3.35703 -0.63569
H -0.43588 -4.99605 6.94746
C 1.00461 0.38256 -3.49268
H 2.59163 -5.45714 -1.58403
N -0.79449 1.16823 0.66837
C -3.07209 2.03438 5.42069
H 2.21784 -1.86185 0.62825
C 2.36072 -4.68210 -2.31706
H 0.26026 3.81472 2.31643
N -0.53645 -2.39883 6.17558
H 1.49740 -1.08063 -5.04536
C 1.31567 2.32240 -5.41690
C -2.44599 1.01325 3.33786
C 3.64346 -4.23315 -3.03899
H 3.12219 0.72651 -3.74691
H 3.51648 -1.27054 -3.38481
C -0.10409 -2.94065 7.46625
O -1.53143 2.24280 -2.48309
H -3.91917 -3.63154 -3.03761
H 1.03726 -4.16714 4.07752
H -3.01381 4.17854 5.47431
H 0.70552 -2.21014 1.15613
C -1.29905 -2.31665 -3.63430
H -3.60137 -1.63739 -1.87875
C 0.95119 -0.13882 -4.94184
H 4.93872 0.69825 2.44263
C 0.39369 -4.35934 7.26135
H -6.88907 1.75075 -1.39968
C -1.61731 4.77015 -0.34408
N 4.08985 2.72571 1.03430
C 1.45434 -4.33514 6.17566
C -0.10312 4.42363 1.49571
H 0.24000 2.48966 -5.30276
C 0.01144 6.44968 0.21161
H 3.48771 -1.10237 -1.64395
H -2.46377 2.03302 -2.34191
C -1.76826 -3.71413 -3.23440
V 0.67227 0.34561 0.18605
H -3.41164 1.94393 6.44423
H -1.55615 -0.45159 -2.56049
C -2.86940 0.89534 4.65092
H 0.29411 -0.33816 3.30422
H -1.54106 3.05504 -3.00317
H 5.21650 -2.76261 -2.77602
C -5.62373 2.99740 -0.19863
H -2.06931 -1.84923 -4.25337
H 4.94735 2.97160 1.50191
C 1.54703 0.89813 -5.91370
C -2.85099 3.29158 4.87672
C -4.95514 0.87124 -1.10614
H 0.14730 1.04830 -3.34591
H 1.11010 0.75956 -6.90264
H 1.79847 -5.33490 5.92032
H 1.65556 3.04123 -6.16214
C -1.63755 -2.00817 -1.12246
S -0.85214 -2.29700 3.54966
C -3.40283 2.15978 0.20587
H 3.00142 3.05387 -4.24395
C -1.03256 6.00518 -0.58698
C 3.47563 1.53768 1.14514
H 3.67101 4.53938 -0.05595
H -1.62102 -1.26982 -0.31322
H -1.31088 -1.75786 6.13890
C -1.03507 -1.40454 -2.40448
C 3.98909 0.42536 1.98628
C 3.36786 3.53671 0.18556
H -1.93674 -4.30827 -4.13317
H 2.32044 -3.75843 6.50854
C -1.15530 3.97130 0.69809
H -6.37397 3.76471 -0.06282
H -0.42025 -2.39670 -4.27258
C 2.26061 1.24594 -3.32520
C 1.82198 -2.25066 -2.46555
H 1.55871 -2.55387 -3.48443
C 2.31149 2.79232 -0.20862
C -0.11495 -2.84089 4.99006
C -3.05985 -2.47286 -1.42276
H 0.79845 -4.76118 8.18806
N 1.40616 -1.47083 1.09833
H -3.13014 -4.60281 -1.82021
C 2.04072 2.56318 -4.07666
H -2.29994 0.12206 2.73953
H 1.27841 6.01107 1.88981
H 1.66560 -5.12760 -3.03212
C 1.67295 -3.50743 -1.60293
H 1.50163 3.06468 -0.86660
H 4.15969 -0.46555 1.38082
H -0.97050 -4.22514 -2.68839
H 0.35804 1.18653 3.36384
C 0.47438 5.65928 1.25636
C 3.30098 -1.81052 -2.46284
H -2.95213 0.24174 -0.63712
H -3.05243 -0.08911 5.06179
H 4.43556 -3.25633 -1.29407
C -2.21513 2.27494 2.78878
H 1.44770 3.24170 -3.45437
H -1.40254 6.62758 -1.39102
O 0.90931 0.41671 3.17785
H 2.50526 1.43153 -2.27982
H -1.05487 -2.86274 -0.76782
C -3.04488 -3.67385 -2.38615
H -5.19026 -0.02140 -1.67121
*
```

Atom charges from the Löwdin analysis, given in e for atoms 1 to 5: number 1, H, carries 0.1165; number 2, H, carries 0.1145; number 3, C, carries -0.0498; number 4, H, carries 0.1290; number 5, C, carries -0.0743



(2)
Formula: C44H75F10N10PS3Si
Source: the OMol25 dataset
Level of theory: ωB97M-V with the def2-TZVPD basis set

Results
F_max (eV/Å): 1.39
Lowest unoccupied orbital energy (eV): 0.26
HOMO level (Eh): -0.3094
ΔE to the lowest compared entry with this formula, charge and spin (kcal per mole): 6.3
Gap between HOMO and LUMO (eV): 8.68
Structure (SMILES): CC[C@H](F)[Si@@](CCC(F)(F)C(F)(F)S(F)(F)(F)(F)F)(N=C=S)[PH2]=S.CCCC#N.CCCC#N.CCCC#N.CCCC#N.CCCC#N.CCCC#N.CCCC#N.CCCC#N.CCCC#N

ORCA input file:
```
! wB97M-V def2-TZVPD RIJCOSX def2/J DEFGRID3
* xyz 0 1
C -3.60605 1.69437 7.60220
C 6.18643 2.33549 7.88903
S 2.83066 5.00350 0.45691
H -13.13673 -1.82029 4.05787
H 5.52251 1.19034 -0.76229
H -11.98996 -4.33621 2.73767
C 3.02324 4.24939 4.54916
H -11.99274 -3.39347 -2.71675
C 9.32364 -4.72498 -8.52611
H 5.71786 1.76661 8.69327
H -10.31521 -5.22807 -2.58616
H -5.68916 -0.85173 -3.29884
C -0.58707 -1.69800 -1.47857
C 9.63599 -5.24177 -9.92625
H 2.23704 4.73108 6.47373
H 3.50401 1.44466 0.21520
H -0.03918 3.85884 6.16961
H -9.00351 -4.06846 -2.79942
H -5.28847 -0.96740 0.45972
H 10.70458 -5.42557 -10.03827
C 8.35958 6.68967 2.79178
H 4.61422 0.25508 6.86157
C 5.31805 3.46344 7.55524
C 5.22858 -0.80541 -1.43510
H -7.22487 -0.02726 -0.77556
H 2.83677 5.23330 4.11263
N 5.52782 -2.92790 -6.82805
N -10.57113 -1.08452 -0.42260
F 0.04777 -4.76597 0.04752
H 0.32790 4.97794 4.86046
H 9.67867 -5.44537 -7.78724
C 5.51422 6.71723 3.71377
N 4.64541 4.35482 7.28213
H 7.10133 0.63854 6.94642
H 3.08798 -4.87081 -7.02329
H 4.04760 4.23304 4.91513
H 2.29012 3.00896 6.15277
S -0.26410 -3.38650 -0.65345
C 2.34752 -3.17773 -8.16565
H 9.86783 -3.79491 -8.35396
H -0.56086 0.66694 -2.37805
H 2.68894 -5.25361 -8.70351
F 1.12574 -2.84040 -0.15412
C 0.40483 1.82357 -0.83728
C -5.16895 -0.61074 -0.56096
H -3.50196 1.03156 5.53850
H -1.65124 1.31476 -1.20168
H -10.00077 -4.02834 -1.34015
N 6.94083 -2.71365 -9.99284
C 6.42116 1.44308 6.66334
H 2.44236 2.13969 -4.59925
H 0.62413 0.91405 -4.27805
H 6.02554 -0.87260 -2.17037
H 3.62110 -1.57922 -8.89974
H 0.51567 1.84006 0.24357
C -10.59406 -1.76810 -2.94448
F 0.40805 -1.47995 -2.36013
S 3.03733 -0.54329 -4.25959
Si 2.08574 1.71500 -1.68677
C -6.38570 -0.20889 -2.75794
C -5.90700 1.16999 -2.85792
F 2.88323 -0.42418 -0.21163
C -6.50143 -0.65695 -1.29618
C 2.73804 4.06154 -0.78554
H 5.89620 5.61954 1.97650
C -10.98679 -3.24080 -3.11081
H -4.95471 1.95531 5.92316
C 4.73014 -2.80534 -7.64630
H -10.92603 -2.07831 1.94980
C -12.44455 -3.79530 3.56992
H 4.43316 -1.44872 -1.79319
H 8.03279 7.60255 3.29068
H -7.35385 -0.26956 -3.25641
F 0.17601 -0.51292 0.46647
H 7.64344 -4.12992 -7.27985
C 3.37849 0.79818 -0.65980
H -13.38821 -4.28360 3.81319
H 5.59880 4.65406 3.42087
N 2.81343 2.48062 2.63885
H 9.34554 -4.51920 -10.68976
H 7.13092 2.73002 8.26389
H 1.59814 -2.99795 -8.93860
H -4.42426 -1.23998 -1.05207
H 9.11090 -6.17796 -10.12548
H -4.77558 0.40556 -0.50913
C -10.57709 -1.38094 -1.53378
H -11.59583 -0.56921 2.55064
H 0.04502 2.82086 -1.09638
H 0.34679 3.23667 4.57313
C 5.13247 0.84799 6.10584
H -11.79100 -3.89367 4.43743
H -1.57488 2.46690 7.64049
C -3.24781 3.09628 5.59620
H -9.60233 -1.58961 -3.36324
H 4.73870 1.08851 -2.31449
F 0.42273 -3.92327 -1.98265
C -3.88281 1.88168 6.10592
H -13.37576 -2.26805 2.37748
H -4.02236 2.53726 8.15594
C 7.82641 -4.48689 -8.29121
C -10.01891 -4.19338 -2.41829
C -12.67477 -2.33167 3.21143
H -4.13052 0.80011 7.94199
C 2.38820 -4.66492 -7.83427
C 2.90855 3.24906 3.48783
H 1.40601 -5.01339 -7.51537
H -6.89138 -1.67651 -1.26983
F -1.97460 -0.56860 0.05894
H 7.26474 -5.41247 -8.42715
H 6.91986 2.02288 5.88400
P 1.95919 1.05151 -3.84915
N -5.53182 2.25345 -2.93590
H -11.02324 -3.47047 -4.17657
C -10.41838 -1.61180 3.91568
C 3.69494 -2.64010 -8.66161
C -0.74069 -0.48559 -0.52908
H 4.45044 1.62551 5.75736
C -11.38439 -1.60416 2.81617
C 6.09538 5.54850 3.04684
H -1.67741 0.72128 7.38088
H -11.29890 -1.12052 -3.46593
H 7.77776 5.36843 4.38437
H 2.03756 -2.61730 -7.28158
F -1.74176 -1.77136 -2.18896
C -0.68343 0.83849 -1.31501
N -2.75946 4.06214 5.20905
H 4.01628 -3.16133 -9.56451
C 2.06182 3.98016 5.70871
H 9.42885 6.58154 2.97226
F -0.97992 -2.90512 0.66573
C 4.76753 0.64231 -1.32182
H -1.96833 1.40134 8.98321
H 5.57430 -1.17958 -0.47678
F -1.64081 -3.98573 -1.16920
N 2.72234 3.38601 -1.79866
H 8.21015 6.81543 1.71802
C -2.12022 1.56332 7.91633
N -9.66260 -1.61572 4.78177
H 5.34486 0.19930 5.25706
C 7.31742 -3.48817 -9.23107
C 0.59408 4.01478 5.29784
C 7.60371 5.47251 3.31156
H 7.99392 4.57189 2.83398
N 5.08414 7.64752 4.23381
*
```

Atom charges from the Löwdin analysis, given in e for atoms 1 to 5: number 1, C, carries -0.2594; number 2, C, carries -0.1811; number 3, S, carries 0.7495; number 4, H, carries 0.1097; number 5, H, carries 0.1042



(3)
Formula: C44H77N11
Source: the OMol25 dataset
Level of theory: ωB97M-V with the def2-TZVPD basis set

Results
F_max (eV/Å): 3.60
Lowest unoccupied orbital energy (eV): 0.30
HOMO level (Eh): -0.3983
ΔE to the lowest compared entry with this formula, charge and spin (kcal per mole): 53.1
Gap between HOMO and LUMO (eV): 11.14
Structure (SMILES): CCCC#N.CCCC#N.CCCC#N.CCCC#N.CCCC#N.CCCC#N.CCCC#N.CCCC#N.CCCC#N.CCCC#N.CCCC#N

ORCA input file:
```
! wB97M-V def2-TZVPD RIJCOSX def2/J DEFGRID3
* xyz 0 1
H 0.71265 -3.67804 -6.76918
H -0.22125 -1.56582 4.38506
C -5.16386 -0.82173 2.00019
C 0.33418 -2.65879 -3.98383
H -0.56724 -5.69579 1.33866
C 1.21608 1.16693 -0.61481
C -5.85474 -1.35981 3.18623
C 1.13801 2.86258 4.72194
H -0.76272 -6.82229 3.59440
H -0.63304 1.19781 -1.78197
H -2.72235 0.95502 -3.89266
H 2.06663 0.97127 -6.06881
N 2.28966 -3.72623 -2.62501
H 3.63396 5.23105 -0.42381
H 1.52912 -1.20277 -4.98310
N -2.46083 -3.08556 -1.47326
C 1.71916 2.02882 -5.85732
H -0.38792 3.19802 -3.33444
C 6.24725 3.53740 -3.11538
H -5.80317 -4.74804 2.35691
H 2.29295 -3.61480 -5.80810
H 0.89810 1.66319 3.00501
N 2.72815 3.55537 6.70030
C -1.75383 -5.04935 3.60350
H -0.43717 -1.02000 0.36456
H 5.83252 -1.33990 -1.86935
C -0.91622 -0.17509 -0.16126
C 0.56242 -3.12189 6.46995
H 4.52412 -2.69191 -2.12448
H -6.95269 -1.20636 2.93057
H 3.00226 3.26981 2.62945
H -3.70864 0.39408 -1.63210
H -5.58792 -0.79270 4.11515
H -3.24469 -0.55179 -4.56104
C 4.39391 -1.55691 -0.20526
C -1.23043 0.88355 0.79923
H -2.21946 -1.39610 6.77996
C 1.35369 -3.30842 -3.17420
H -1.99610 -2.87109 5.74684
H 2.07155 1.22081 -1.27526
H -4.50415 -3.02537 3.63262
H 4.38527 3.70820 -3.89205
H -1.81155 -0.62905 -0.60951
H 3.36041 -2.01542 -0.08487
C -2.76740 3.63474 -1.22646
C 5.42568 -2.22338 0.64816
H -4.24556 3.19687 0.20598
H 4.18771 -0.51817 0.14768
H 1.91082 -2.35764 -7.03127
H -2.03820 -0.57492 -3.39794
H 1.67130 -4.15510 2.84939
H -2.26897 5.72346 1.99730
C 4.07775 3.53868 -1.79257
H 6.41473 -1.75005 0.49318
H 0.86812 3.77351 4.25065
C 0.86117 1.99447 -4.57592
H 0.86350 -6.34426 1.90519
C -4.07500 -0.15557 -2.52111
H -4.57859 5.39013 0.94334
H -0.49559 -0.21830 5.43147
C -3.65783 5.35359 0.35975
H -6.19164 -3.12188 4.24038
C -4.53738 -1.51894 -2.03441
C -1.01970 -1.08105 4.99590
H 1.02515 2.20082 -0.25976
H 5.55894 -3.29172 0.32209
C 3.77835 -0.84519 -2.38541
H 5.31201 5.10406 -0.88337
C -5.54408 -2.84577 3.41747
C -3.35040 -2.39724 -1.64875
H -0.89629 -2.92104 7.95502
C 1.69966 1.82307 3.76240
H -1.55965 6.02338 0.41358
H -4.90664 0.45759 -2.93676
H -0.36543 -3.40127 -4.34845
C 2.06877 3.20091 5.81667
N 3.05685 -0.15665 -2.96794
C -2.43244 6.11738 0.99508
H -5.22992 -3.34196 1.34739
H -1.86692 -0.68023 4.40139
H -5.10891 -1.34368 -1.12706
H 4.71820 2.07927 -3.29006
C -0.49864 3.89789 -5.30324
H 1.42129 1.62456 -3.70584
C 1.49007 -2.98991 -6.28693
C 0.88427 -2.02574 -5.26693
H 3.81008 2.34043 3.91678
C 0.85816 -4.16618 2.12663
C -3.39638 3.86980 0.06251
H -3.96107 5.81307 -0.59755
C 4.82521 3.13640 -3.08518
H 0.14411 -3.37818 2.39622
C -0.52088 -5.77281 3.46675
H -5.20644 -2.01094 -2.75810
C 3.01246 2.30729 3.15904
C -2.93936 -0.05960 -3.63384
N -4.53723 -0.45287 1.13726
H -0.03088 -1.37998 7.48943
H -2.65950 7.19751 1.13875
H 1.14982 2.45325 -6.69205
H 0.16838 -5.49314 4.26664
H 1.01165 4.14961 -3.86544
H 4.21642 2.75778 -1.03282
H 0.01915 -1.55954 -5.85443
H -2.68446 3.43749 0.77256
N -2.74858 -4.47178 3.60950
C 4.29168 4.97486 -1.24823
N -1.00760 4.23153 -6.26355
H 3.01952 3.35451 -1.98437
C 0.17580 -5.53160 2.12194
H 5.17154 -2.13682 1.71188
N 1.43151 -3.69093 5.99787
H 3.33983 1.56369 2.39716
C -5.86628 -3.61047 2.17211
H 0.28777 2.44086 5.27481
H 1.84048 0.88604 4.29006
N -2.11951 3.46511 -2.13961
H 0.27882 -0.36004 -1.92405
C -0.01830 0.44679 -1.22162
H -0.04104 1.34629 -4.67669
H 1.60893 0.57900 0.26074
C 0.28814 3.40877 -4.17814
H -0.20137 -1.95774 -3.39543
H 4.10720 5.59144 -2.13264
H 1.30437 -3.83329 1.22087
H -6.80393 -3.33367 1.73075
C -0.48146 -2.31190 7.12114
C 4.76735 -1.66971 -1.72715
H 2.67006 2.60126 -5.79680
N -1.31544 1.85154 1.40927
C -1.56733 -1.94926 6.14757
N 7.29736 3.93851 -3.13930
*
```

Atom charges from the Löwdin analysis, given in e for atoms 1 to 5: number 1, H, carries 0.1011; number 2, H, carries 0.0735; number 3, C, carries -0.2229; number 4, C, carries -0.1940; number 5, H, carries 0.1120